## 1
Formula: C3H5N3OS
Source: the OMol25 dataset
Level of theory: ωB97M-V/def2-TZVPD

CARTESIAN COORDINATES (ANGSTROEM)
1 C -0.2182 0.6501 0.3373
2 C 0.7549 -1.0823 -0.5521
3 C 1.0109 0.0670 0.1218
4 H -0.9325 1.7018 1.8772
5 H -0.6484 2.6548 0.5488
6 H -1.8584 -2.9612 -1.0591
7 H 1.3574 -1.8287 -1.0007
8 H 1.7864 1.4278 1.0371
9 N -0.2862 1.8351 1.1086
10 N -1.1852 0.0348 -0.3154
11 N -0.5701 -1.0249 -0.8314
12 O 2.1370 0.6140 0.6475
13 S -1.3476 -2.0882 -1.9196

As for the highest occupied orbital energy: -8.71 eV. The multiplicity is 1. Its molar mass is 131.16 g/mol. Its SMILES is Nc1nn(S)cc1O. As for the orbital gap: 0.3458 hartree.

Here are the Löwdin charges for atoms 1 to 2, given in e: number 1, C, carries -0.378; number 2, C, carries -0.063

***

## 2
Formula: C3H5N3OS
Source: the OMol25 dataset
Level of theory: ωB97M-V/def2-TZVPD

CARTESIAN COORDINATES (ANGSTROEM)
1 C -0.1605 0.0895 -0.0226
2 C 0.2145 1.8481 1.3018
3 C 0.9974 -1.6106 -1.3135
4 N 0.6177 0.9903 0.3732
5 N -1.8273 0.6875 1.2148
6 N -0.1861 -1.1201 -0.5221
7 O -1.1753 1.7348 1.6798
8 S 1.0905 2.9981 2.0382
9 H 0.7627 -2.1091 -2.1477
10 H 1.4734 -0.7521 -1.5843
11 H 1.6146 -2.2952 -0.6095
12 H -2.3477 0.9245 0.3441
13 H -1.0739 -1.3856 -0.7521

As for the highest occupied orbital energy: -8.46 eV. The multiplicity is 1. Its molar mass is 131.16 g/mol. As for the orbital gap: 0.3032 hartree.

Here are the Löwdin charges for atoms 1 to 2, given in e: number 1, C, carries -0.140; number 2, C, carries -0.903

***

Structures ranked by computed energy, the most stable listed first: 1, 2.

***

## 1
Formula: C3H7O2
Source: the OMol25 dataset
Level of theory: ωB97M-V/def2-TZVPD

CARTESIAN COORDINATES (ANGSTROEM)
1 C 0.6141 -2.0404 -2.5213
2 O 0.8064 -2.7611 -3.4716
3 H 0.6184 -2.3470 -1.4923
4 H 0.3094 -0.9145 -2.7524
5 H -3.6416 3.6411 -1.4739
6 C 1.3087 -0.5351 2.1912
7 C 0.5111 0.5715 2.2840
8 O -0.7150 0.8259 2.5031
9 H 2.2598 -0.4595 1.8463
10 H 0.8199 -1.5089 2.3359
11 H 1.1110 1.4715 2.5418
12 H -4.0021 4.0563 -1.9908

As for the highest occupied orbital energy: -2.27 eV. As for the net charge: -1. The multiplicity is 1. Its molar mass is 75.09 g/mol. As for the orbital gap: 0.2101 hartree.

Here are the Löwdin charges for atoms 1 to 2, given in e: number 1, C, carries -0.143; number 2, O, carries -0.045

***

## 2
Formula: C3H7O2
Source: the OMol25 dataset
Level of theory: ωB97M-V/def2-TZVPD

CARTESIAN COORDINATES (ANGSTROEM)
1 H 1.3739 2.3889 -4.5373
2 C 1.8321 1.9692 -3.3203
3 H 1.4573 2.8899 -2.8561
4 H 2.8572 1.9331 -3.7172
5 H 1.1702 1.0924 -3.3711
6 O 2.5325 1.3627 -1.4030
7 C 3.1329 0.1397 -1.2779
8 C 3.5964 -0.1235 0.1373
9 O 4.1592 -1.1302 0.5097
10 H 4.0538 0.0249 -1.9076
11 H 2.4794 -0.7172 -1.5668
12 H 3.3651 0.6988 0.8580

As for the highest occupied orbital energy: -2.65 eV. As for the net charge: -1. The multiplicity is 1. Its molar mass is 75.09 g/mol. As for the orbital gap: 0.2541 hartree.

Here are the Löwdin charges for atoms 1 to 2, given in e: number 1, H, carries 0.023; number 2, C, carries -0.179

***

## 3
Formula: C3H7O2
Source: the OMol25 dataset
Level of theory: ωB97M-V/def2-TZVPD

CARTESIAN COORDINATES (ANGSTROEM)
1 C -2.5435 0.0946 1.7060
2 O -3.4766 -0.4916 2.2005
3 H -2.5366 1.2050 1.6339
4 H -1.6226 -0.3248 1.2887
5 H 4.5978 2.4724 -1.6047
6 C 0.0773 -1.4890 -0.4793
7 C 0.2974 -0.1427 -0.5482
8 O -0.4454 0.8409 -0.2135
9 H 0.5778 -2.2024 -1.1289
10 H -0.7819 -1.9192 0.0156
11 H 1.2513 0.1845 -1.0260
12 H 4.6051 1.7724 -1.8440

As for the highest occupied orbital energy: -2.48 eV. As for the net charge: -1. The multiplicity is 1. Its molar mass is 75.09 g/mol. As for the orbital gap: 0.2437 hartree.

Here are the Löwdin charges for atoms 1 to 2, given in e: number 1, C, carries -0.145; number 2, O, carries -0.055

***

## 4
Formula: C3H7O2
Source: the OMol25 dataset
Level of theory: ωB97M-V/def2-TZVPD

CARTESIAN COORDINATES (ANGSTROEM)
1 C 0.4265 -1.6252 1.1648
2 O 0.9023 -2.7289 1.3383
3 H -0.6241 -1.5254 0.8779
4 H 1.0489 -0.7319 1.3056
5 H -2.1674 -1.8286 -1.6354
6 C 1.0454 1.5890 -0.3609
7 C -0.2272 1.7035 0.1293
8 O -1.0380 0.7843 0.4676
9 H 1.5911 2.4304 -0.7761
10 H 1.4705 0.6190 -0.5970
11 H -0.6217 2.7387 0.2427
12 H -1.8062 -1.4250 -2.1570

As for the highest occupied orbital energy: -2.49 eV. As for the net charge: -1. The multiplicity is 1. Its molar mass is 75.09 g/mol. As for the orbital gap: 0.2441 hartree.

Here are the Löwdin charges for atoms 1 to 2, given in e: number 1, C, carries -0.141; number 2, O, carries -0.072

***

Structures ranked by computed energy, the most stable listed first: 4, 3, 2, 1.

***

## 1
Formula: C6H7Cl
Source: the OMol25 dataset
Level of theory: ωB97M-V/def2-TZVPD

CARTESIAN COORDINATES (ANGSTROEM)
1 C -0.2121 -1.0270 -0.3887
2 C 0.6751 -1.9643 -0.6713
3 C -0.5347 0.2079 -1.1579
4 C 0.2652 1.2977 -0.3956
5 C 0.1874 0.7079 1.0431
6 C -0.0589 -0.7360 0.9253
7 Cl 0.6245 -3.5292 0.0360
8 H -0.2686 0.0321 -2.1926
9 H -1.6380 0.4917 -0.9491
10 H 1.2400 1.4642 -0.6592
11 H -0.2897 2.3499 -0.4891
12 H 0.9963 1.1229 1.6200
13 H -0.8032 0.9620 1.4594
14 H -0.1832 -1.3797 1.8196

As for the highest occupied orbital energy (alpha / beta): -7.80 / -7.80 eV. The multiplicity is 1. Its molar mass is 114.57 g/mol. As for the orbital gap (alpha / beta): 0.2986 / 0.2986 hartree.

Here are the Löwdin charges for atoms 1 to 2, given in e: number 1, C, carries -0.473; number 2, C, carries -0.423

***

## 2
Formula: C6H7Cl
Source: the OMol25 dataset
Level of theory: ωB97M-V/def2-TZVPD

CARTESIAN COORDINATES (ANGSTROEM)
1 C -0.8684 0.0088 1.1585
2 C 0.2928 0.2707 1.7290
3 C 0.7612 -1.2499 -0.1335
4 C -0.2886 -0.1718 -0.2337
5 C 1.0729 0.1020 0.4350
6 C -0.9239 0.5753 -1.3688
7 Cl 2.2675 1.2045 -0.1858
8 H -1.9141 -0.2511 1.4634
9 H 0.5136 0.7272 2.6506
10 H 0.8783 -2.2400 0.5907
11 H 1.4032 -1.3929 -1.0366
12 H -0.3269 0.4710 -2.3057
13 H -0.8839 1.6573 -0.9973
14 H -1.9838 0.2888 -1.7658

As for the highest occupied orbital energy: -8.54 eV. The multiplicity is 1. Its molar mass is 114.57 g/mol. Its SMILES is C[C@]12C=C[C@@]1(Cl)C2. As for the orbital gap: 0.3495 hartree.

Here are the Löwdin charges for atoms 1 to 2, given in e: number 1, C, carries -0.034; number 2, C, carries -0.043

***

## 3
Formula: C6H7Cl
Source: the OMol25 dataset
Level of theory: ωB97M-V/def2-TZVPD

CARTESIAN COORDINATES (ANGSTROEM)
1 C -1.3692 0.2175 0.9863
2 C -0.6405 -0.9018 1.0276
3 C -0.4359 0.8964 0.1078
4 C -0.2893 2.1192 -0.4218
5 C 0.5334 -0.4394 0.2277
6 C 0.9304 -1.3295 -0.8771
7 Cl 1.9636 0.1246 1.3351
8 H -2.4243 0.5741 1.3947
9 H -0.7641 -1.9156 1.6212
10 H 0.3900 2.3955 -1.2736
11 H -1.1481 2.8119 -0.4695
12 H 0.3683 -1.0998 -1.8323
13 H 0.8991 -2.3572 -0.6030
14 H 1.9866 -1.0960 -1.2231

As for the highest occupied orbital energy: -9.03 eV. The multiplicity is 1. Its molar mass is 114.57 g/mol. As for the orbital gap: 0.3566 hartree.

Here are the Löwdin charges for atoms 1 to 2, given in e: number 1, C, carries -0.051; number 2, C, carries -0.116

***

Structures ranked by computed energy, the most stable listed first: 3, 2, 1.

***

## 1
Formula: C17H20BrFN6O2
Source: the OMol25 dataset
Level of theory: ωB97M-V/def2-TZVPD

CARTESIAN COORDINATES (ANGSTROEM)
1 O 0.5202 -0.0067 -1.8930
2 C -0.2414 -0.9376 -1.7174
3 N -0.3251 -1.6266 -0.5603
4 C 0.4903 -1.2657 0.5927
5 C 0.1394 0.1157 1.1334
6 C -1.2605 0.2120 1.6978
7 F -1.2423 -0.2768 3.0104
8 C -1.8121 1.6325 1.7348
9 N -2.3960 1.9977 0.4590
10 C -1.8113 2.2741 -0.7280
11 C -2.8579 2.4605 -1.5933
12 C -2.8444 2.8190 -3.0340
13 C -3.0731 4.2801 -3.2950
14 C -3.6502 4.7898 -4.5825
15 C -4.4698 4.8254 -3.3211
16 C -1.9026 2.0479 -3.9199
17 C -3.3819 1.7747 -3.9711
18 N -4.0118 2.2853 -0.8942
19 N -3.7295 2.0001 0.3341
20 C -1.1175 -1.4181 -2.8603
21 N -0.4434 -1.6351 -3.9962
22 C -1.1539 -1.9841 -5.0488
23 N -2.4766 -2.1285 -5.1021
24 C -3.1378 -1.9051 -3.9850
25 O -4.4654 -2.0186 -4.0001
26 C -2.4905 -1.5477 -2.7938
27 Br -3.5276 -1.1908 -1.2642
28 H -1.0035 -2.3643 -0.4804
29 H 0.3398 -2.0306 1.3539
30 H 1.5402 -1.2834 0.2976
31 H 0.8390 0.3944 1.9254
32 H 0.2674 0.8318 0.3237
33 H -1.9621 -0.4116 1.1385
34 H -2.6179 1.6844 2.4636
35 H -1.0381 2.3513 2.0074
36 H -0.7463 2.3127 -0.8758
37 H -2.3236 4.9176 -2.8377
38 H -3.2615 5.7237 -4.9638
39 H -3.9315 4.0815 -5.3492
40 H -5.2679 4.1018 -3.2237
41 H -4.6621 5.7823 -2.8571
42 H -1.4756 2.5906 -4.7528
43 H -1.2432 1.3196 -3.4658
44 H -3.7624 0.8724 -3.5120
45 H -3.9278 2.0939 -4.8475
46 H -0.6122 -2.1695 -5.9686
47 H -4.7183 -2.2497 -4.9061

As for the highest occupied orbital energy: -9.32 eV. The multiplicity is 1. Its molar mass is 439.29 g/mol. Its SMILES is O=C(NCC[C@@H](F)Cn1cc(C2(C3CC3)CC2)nn1)c1ncnc(O)c1Br. As for the orbital gap: 0.3464 hartree.

Here are the Löwdin charges for atoms 1 to 2, given in e: number 1, O, carries 0.077; number 2, C, carries -0.461

***

## 2
Formula: C17H20BrFN6O2
Source: the OMol25 dataset
Level of theory: ωB97M-V/def2-TZVPD

CARTESIAN COORDINATES (ANGSTROEM)
1 O -2.1441 1.6858 0.8053
2 C -1.1244 2.3434 0.8027
3 N -0.5107 2.7603 1.9327
4 C -0.9916 2.3206 3.2327
5 C -0.6880 0.8399 3.4488
6 C 0.7943 0.5589 3.5373
7 F 1.2417 0.8706 4.8262
8 C 1.1637 -0.8920 3.2647
9 N 0.9665 -1.1950 1.8621
10 C 0.0117 -1.9423 1.2671
11 C 0.2588 -1.8168 -0.0748
12 C -0.4446 -2.4211 -1.2328
13 C 0.4238 -3.3281 -2.0567
14 C 0.1310 -3.6367 -3.4962
15 C 1.2995 -2.7621 -3.1332
16 C -1.8943 -2.7800 -1.0488
17 C -1.5191 -1.5862 -1.8799
18 N 1.3451 -1.0084 -0.2202
19 N 1.7631 -0.6368 0.9464
20 C -0.3962 2.6305 -0.5017
21 N -0.3821 1.5738 -1.3183
22 C 0.2621 1.7027 -2.4586
23 N 0.8773 2.7976 -2.8997
24 C 0.8301 3.8536 -2.1125
25 O 1.4123 4.9790 -2.5307
26 C 0.1935 3.8273 -0.8648
27 Br 0.1471 5.4069 0.1633
28 H 0.3298 3.3072 1.8668
29 H -0.5105 2.9325 3.9954
30 H -2.0663 2.4909 3.2839
31 H -1.1605 0.4823 4.3671
32 H -1.1205 0.2836 2.6146
33 H 1.3604 1.1844 2.8434
34 H 2.2095 -1.0555 3.5192
35 H 0.5454 -1.5683 3.8548
36 H -0.7316 -2.4842 1.8248
37 H 0.8480 -4.1466 -1.4845
38 H 0.3349 -4.6417 -3.8384
39 H -0.7235 -3.1733 -3.9691
40 H 1.2073 -1.7005 -3.3181
41 H 2.2992 -3.1558 -3.2495
42 H -2.2385 -3.6660 -1.5653
43 H -2.3636 -2.5975 -0.0916
44 H -1.6838 -0.6048 -1.4570
45 H -1.6497 -1.6537 -2.9514
46 H 0.2968 0.8324 -3.1037
47 H 1.7904 4.7890 -3.4017

As for the highest occupied orbital energy: -9.13 eV. The multiplicity is 1. Its molar mass is 439.29 g/mol. Its SMILES is O=C(NCC[C@@H](F)Cn1cc(C2(C3CC3)CC2)nn1)c1ncnc(O)c1Br. As for the orbital gap: 0.3425 hartree.

Here are the Löwdin charges for atoms 1 to 2, given in e: number 1, O, carries 0.086; number 2, C, carries -0.451

***

Structures ranked by computed energy, the most stable listed first: 1, 2.